Entry from OMol25: 9 unconnected molecules or ions with the total composition C39H56F8NO26 in a non-equilibrium geometry (wB97M-V/def2-TZVPD).

Geometry as XYZ:
```
130
Properties=species:S:1:pos:R:3
F -3.198 2.923 -2.384
F 7.283 -11.725 -1.900
F -8.038 4.348 -1.845
F 5.794 2.995 -2.903
F -9.705 5.182 3.556
F 4.653 -7.913 4.032
F 7.248 2.009 3.092
F -6.909 9.857 -1.223
O -5.991 8.009 -2.094
O -4.046 3.713 -4.300
O 7.533 -0.021 5.823
O 1.376 3.009 -3.345
O 7.477 -2.075 4.819
O 5.642 -6.055 1.342
O 3.649 -5.826 0.244
O 6.549 -12.091 0.184
O -2.210 4.780 -5.073
O -8.788 0.218 -3.291
O -0.777 -6.902 1.785
O -1.627 1.660 4.186
O -7.813 7.187 -3.149
O -5.899 5.940 -3.052
O -4.203 5.009 -6.172
O -7.673 1.963 -4.261
O -8.472 2.173 -2.157
O -8.717 7.039 0.866
O 2.963 4.454 -4.136
O 7.171 -0.171 3.597
O -10.553 5.972 1.640
O 3.805 -7.123 2.116
O 3.597 2.582 -3.040
O 6.263 -9.944 0.830
O 6.022 -11.630 2.356
O -10.710 7.268 -0.232
N 1.855 1.237 2.678
C 4.935 -7.704 2.727
C -7.460 3.301 -3.859
C 6.260 -11.255 1.220
C 1.900 0.810 -0.483
C 0.282 -2.383 0.615
C -6.515 6.958 -2.785
C 0.383 -1.918 -2.125
C -0.740 2.924 3.618
C -0.493 -2.273 -0.807
C -0.092 1.551 4.458
C 1.943 -1.515 -1.924
C 4.307 -6.294 1.158
C -3.544 4.542 -5.258
C -1.862 4.173 -3.846
C 4.722 3.088 -3.722
C -9.424 5.391 2.251
C 0.515 -6.451 1.227
C 2.845 0.271 2.063
C 0.336 -5.133 0.222
C -8.369 6.432 2.094
C 6.389 -11.306 -0.976
C 2.546 3.322 -3.491
C -8.351 1.355 -3.240
C -6.878 9.080 -2.328
C 7.402 -0.859 4.750
C 6.800 1.124 4.011
C 0.797 0.414 3.410
C -2.917 3.132 -3.689
C -7.539 3.208 -2.373
C 7.517 1.295 5.306
C 6.711 -9.928 -0.510
C -10.052 6.801 0.682
C 4.366 4.513 -3.973
C 0.873 -3.834 1.044
C -8.190 8.406 -2.541
C -1.360 -5.901 2.700
C 5.990 -6.663 2.570
C 3.200 0.544 0.487
C 2.206 0.138 -1.943
H 0.301 -2.803 -2.918
H 3.866 0.415 2.664
H 6.995 1.976 5.984
H -0.688 2.963 2.448
H 7.785 -9.713 -0.532
H -1.886 4.924 -3.049
H 1.101 -7.307 0.642
H 1.811 1.972 -0.616
H 2.350 1.786 3.444
H -7.364 6.002 2.048
H 5.710 1.187 4.089
H 4.895 2.502 -4.631
H 1.169 -1.597 0.744
H -1.887 -5.032 2.119
H 5.168 -8.656 2.239
H 4.606 5.165 -3.126
H 3.945 1.469 0.404
H 1.466 1.952 2.023
H 1.012 -5.266 -0.732
H -1.172 -3.214 -1.089
H -2.683 2.179 -4.177
H 1.663 0.675 -2.834
H 2.502 -0.831 2.296
H -2.204 -6.467 3.319
H -9.190 4.438 1.762
H -8.393 7.183 2.891
H -0.857 3.744 -3.892
H 0.620 -3.983 2.201
H -0.506 -2.073 1.458
H 3.744 -0.431 0.071
H 1.252 -0.337 4.187
H -6.591 2.956 -1.888
H -6.487 3.663 -4.201
H 8.546 1.647 5.178
H 4.848 4.911 -4.869
H -0.827 -5.106 -0.034
H 5.371 -11.423 -1.362
H 2.064 -3.859 1.001
H 1.249 -6.092 2.095
H -8.242 3.937 -4.286
H -1.286 -1.387 -0.679
H 6.994 -7.092 2.524
H 6.188 -9.161 -1.089
H -0.680 3.826 4.362
H -0.022 -0.042 2.712
H 0.349 1.734 5.618
H 2.496 -1.975 -1.007
H 0.877 0.433 -0.011
H 3.373 0.249 -2.154
H 5.965 -5.911 3.367
H 2.527 -1.906 -2.889
H -8.852 8.981 -3.194
H -8.716 8.196 -1.604
H -6.529 9.665 -3.186
H -0.598 -5.485 3.493
H -0.134 -0.988 -2.667
```

Values from the calculation:
Strongest force on any atom, eV/Å: 6.05
Orbital gap, Eh: 0.2833
Net charge: +1